One molecule with the formula C3H3N5. Source: OMol25; level of theory: wB97M-V/def2-TZVPD.

Lowest unoccupied orbital energy (eV): -1.0
Charge: 0
Relative energy (zero: lowest compared OMol25 entry of this formula, charge and spin) (kcal per mole): 90.6
Gap between HOMO and LUMO (eV): 8.76
Highest occupied orbital energy (Eh): -0.3576

Last column: Löwdin charge in e.
Element x y z (Å)
N (0.370, -1.050, -0.706)  0.119
N (-0.986, 1.395, -0.236)  0.050
N (-1.701, -0.733, 0.699)  0.065
N (1.995, -0.253, 0.857)  0.189
N (-1.566, 0.594, 0.727)  -0.019
C (0.251, 1.188, -0.434)  -0.079
C (1.123, -0.019, -0.037)  -0.370
C (-0.832, -1.365, -0.276)  -0.168
H (0.534, 1.822, -1.224)  0.092
H (2.304, 0.540, 1.312)  0.025
H (-1.490, -2.119, -0.682)  0.097

A 2-piece molecular cluster, C8H4BrNO4 overall. Source: OMol25; level of theory: wB97M-V/def2-TZVPD.

Lowest unoccupied orbital energy (spin up / spin down) (eV): -1.2 / -1.3
Charge: 0
Relative energy (zero: lowest compared OMol25 entry of this formula, charge and spin) (kcal per mole): 53.4
Gap between HOMO and LUMO (spin up / spin down) (eV): 7.77 / 7.53
Highest occupied orbital energy (spin up / spin down) (Eh): -0.3306 / -0.3245

Last column: Löwdin charge in e.
Element x y z (Å)
Br (4.257, 1.038, 0.074)  0.792
O (-0.008, -3.154, 0.125)  0.150
O (2.109, 0.498, 1.416)  -0.111
O (1.420, -1.514, 0.646)  0.107
O (3.662, -0.692, -2.013)  0.062
N (1.391, -0.080, 0.570)  -0.217
C (3.319, -0.178, -1.044)  -0.608
C (0.055, 0.322, 0.234)  -0.133
C (-2.058, -0.815, -0.257)  0.005
C (-1.894, 1.640, 0.000)  -0.020
C (0.203, -1.980, 0.230)  -0.402
C (-0.526, 1.559, 0.279)  -0.007
C (-0.673, -0.820, -0.064)  -0.069
C (-2.671, 0.427, -0.190)  -0.045
H (-3.690, 0.353, -0.299)  0.072
H (-2.246, 2.648, 0.186)  0.104
H (0.118, 2.475, 0.526)  0.154
H (-2.767, -1.727, -0.420)  0.167

C6H18BF4O3RbS3 as an isolated structure. Source: OMol25; level of theory: wB97M-V/def2-TZVPD.

Lowest unoccupied orbital energy (eV): -1.3
Charge: 0
Relative energy (zero: lowest compared OMol25 entry of this formula, charge and spin) (kcal per mole): 21.3
Gap between HOMO and LUMO (eV): 6.97
Highest occupied orbital energy (Eh): -0.3040

Last column: Löwdin charge in e.
Element x y z (Å)
Rb (-1.913, -0.946, 5.459)  1.065
S (-0.009, -1.903, -3.590)  0.795
S (4.347, -1.890, 0.998)  0.799
S (-3.261, 3.851, 0.309)  0.801
F (0.203, -0.344, 2.999)  0.054
F (-0.964, -0.360, 0.983)  0.137
F (-1.173, -2.084, 2.556)  0.057
F (-2.096, 0.015, 2.933)  -0.055
O (-3.502, 5.302, 0.420)  -0.551
O (1.115, -2.757, -3.162)  -0.550
O (4.599, -3.257, 1.543)  -0.559
C (0.243, -0.307, -2.787)  -0.254
C (3.225, -1.109, 2.148)  -0.281
C (-1.420, -2.394, -2.635)  -0.275
C (3.247, -2.116, -0.376)  -0.279
C (-2.386, 3.653, -1.233)  -0.273
C (-1.855, 3.441, 1.307)  -0.277
B (-1.001, -0.693, 2.320)  -1.286
H (3.222, -1.280, -1.070)  0.048
H (0.600, -0.491, -1.781)  0.045
H (-1.229, -2.287, -1.568)  0.058
H (-2.270, -1.790, -2.948)  0.053
H (-1.064, 4.182, 1.195)  0.063
H (-2.109, 3.333, 2.353)  0.047
H (-1.371, 4.040, -1.111)  0.056
H (2.236, -2.366, -0.050)  0.056
H (-2.915, 4.255, -1.964)  0.052
H (0.974, 0.234, -3.383)  0.047
H (-2.342, 2.616, -1.553)  0.046
H (-1.570, -3.445, -2.876)  0.052
H (2.264, -1.626, 2.208)  0.047
H (3.648, -2.991, -0.889)  0.057
H (-1.494, 2.473, 0.932)  0.053
H (-0.705, 0.220, -2.789)  0.041
H (3.655, -1.135, 3.153)  0.052
H (3.066, -0.045, 1.949)  0.058

One molecule with the formula C2H7N3S. Source: OMol25; level of theory: wB97M-V/def2-TZVPD.

Lowest unoccupied orbital energy (eV): 0.7
Charge: 0
Relative energy (zero: lowest compared OMol25 entry of this formula, charge and spin) (kcal per mole): 90.0
Gap between HOMO and LUMO (eV): 9.38
Highest occupied orbital energy (Eh): -0.3182

Last column: Löwdin charge in e.
Element x y z (Å)
S (-0.963, -1.599, -0.275)  0.678
N (1.842, -1.145, 0.516)  -0.058
N (-0.374, -0.061, -0.137)  -0.661
N (2.039, -0.055, -0.549)  0.004
C (0.919, 0.535, -0.734)  -0.213
C (-1.470, 0.987, 0.368)  -0.134
H (1.223, -0.678, 1.206)  0.047
H (2.841, -1.224, 0.924)  0.095
H (-2.171, 1.140, -0.517)  0.066
H (-1.943, 0.528, 1.382)  0.101
H (-0.862, 2.003, 0.646)  0.104
H (0.905, 1.226, -1.451)  0.056
H (-1.986, -1.657, -1.377)  -0.084

A 10-piece molecular cluster, C31H75NO18P3S10 overall. Source: OMol25; level of theory: wB97M-V/def2-TZVPD.

Lowest unoccupied orbital energy (eV): 1.7
Charge: -1
Gap between HOMO and LUMO (eV): 6.65
Highest occupied orbital energy (Eh): -0.1824

Last column: Löwdin charge in e.
Element x y z (Å)
S (2.063, 3.100, -6.528)  0.798
S (-0.579, -9.110, 5.571)  0.816
S (0.073, -2.267, 5.707)  0.343
S (-2.871, 0.838, -9.133)  0.796
S (0.027, 3.272, -1.964)  0.795
S (-6.590, 3.348, 7.992)  0.780
S (9.641, -2.806, -0.554)  0.795
S (3.925, 6.225, -9.380)  0.798
S (6.161, -0.599, -2.560)  0.778
S (-6.118, 2.349, 2.832)  0.790
P (-2.536, 0.332, 1.560)  0.607
P (-2.864, 1.333, 5.604)  0.919
P (0.324, -0.727, 4.568)  0.261
O (-0.179, -7.794, 5.015)  -0.544
O (1.373, -1.046, 3.389)  -0.202
O (8.921, -1.529, -0.324)  -0.563
O (-2.217, 2.660, 4.859)  -0.316
O (-3.309, 0.430, 3.215)  -0.331
O (0.467, -0.779, -0.695)  -0.006
O (2.105, 4.473, -5.947)  -0.557
O (-3.007, -1.180, 4.903)  -0.033
O (-1.517, 1.127, -9.677)  -0.562
O (5.248, -0.547, -3.737)  -0.566
O (1.061, 0.521, 5.250)  -0.198
O (-1.090, 2.573, -2.653)  -0.552
O (2.816, 5.482, -10.033)  -0.544
O (2.466, -0.798, 0.253)  0.076
O (-6.977, 2.469, 1.616)  -0.574
O (-4.934, -1.846, 4.006)  0.136
O (-5.225, 2.788, 8.086)  -0.552
O (-1.180, -0.462, 2.394)  -0.321
N (-1.657, 0.891, 6.737)  -0.152
C (3.963, 7.859, -10.124)  -0.270
C (-7.586, 2.521, 9.242)  -0.272
C (-0.920, -1.091, -0.352)  -0.210
C (-0.098, -9.104, 7.302)  -0.273
C (-2.318, -4.092, 4.386)  -0.071
C (-1.915, -5.532, 2.505)  -0.091
C (-1.752, -5.241, 3.853)  -0.080
C (9.394, -3.223, -2.284)  -0.273
C (-2.902, -0.909, -8.717)  -0.276
C (5.203, -0.171, -1.110)  -0.260
C (0.957, 3.152, -7.931)  -0.257
C (-3.078, -3.248, 3.584)  -0.130
C (-1.698, 0.191, -0.120)  -0.285
C (-1.108, 0.026, 3.705)  -0.416
C (-2.548, 0.045, 4.267)  -0.662
C (3.578, 2.889, -7.465)  -0.258
C (-3.265, -3.560, 2.240)  -0.037
C (-2.897, 1.437, -7.441)  -0.269
C (1.248, -2.843, 0.337)  0.021
C (0.660, -10.295, 5.033)  -0.276
C (7.154, 0.896, -2.595)  -0.270
C (-2.670, -4.687, 1.697)  -0.088
C (8.593, -4.107, 0.106)  -0.270
C (0.202, 4.873, -2.764)  -0.269
C (1.443, -1.383, -0.013)  -0.534
C (5.447, 5.635, -10.133)  -0.267
C (-6.560, 4.950, 8.812)  -0.271
C (-3.753, -2.040, 4.142)  -0.409
C (1.544, 2.567, -2.607)  -0.255
C (-6.402, 0.717, 3.511)  -0.277
C (-6.980, 3.236, 4.141)  -0.282
H (-6.126, 4.840, 9.806)  0.054
H (-3.834, -1.142, -8.203)  0.052
H (-0.684, 5.456, -2.521)  0.046
H (-2.483, 0.271, -0.873)  0.077
H (-1.909, 1.617, 1.855)  0.034
H (1.285, -1.982, 3.172)  0.039
H (-1.024, 1.034, -0.235)  0.055
H (-1.465, -6.422, 2.084)  0.095
H (-7.573, 5.348, 8.873)  0.049
H (0.982, -2.914, 1.392)  0.074
H (7.811, 0.839, -3.460)  0.044
H (3.546, 1.947, -8.010)  0.059
H (-1.176, -5.924, 4.466)  0.066
H (-0.728, -8.379, 7.812)  0.051
H (-3.699, 0.989, 1.039)  0.002
H (5.583, 4.599, -9.828)  0.044
H (-2.809, -4.891, 0.642)  0.096
H (3.059, 8.378, -9.813)  0.051
H (5.876, -0.084, -0.257)  0.060
H (-6.455, 3.074, 5.084)  0.011
H (-0.047, 3.321, -7.548)  0.043
H (2.213, -3.332, 0.213)  0.088
H (9.933, -2.488, -2.877)  0.049
H (7.749, 0.946, -1.683)  0.047
H (1.653, -9.917, 5.277)  0.057
H (9.015, -5.079, -0.152)  0.051
H (-8.010, 2.883, 4.204)  0.051
H (-6.965, 4.295, 3.890)  0.043
H (0.490, -3.335, -0.266)  0.083
H (-0.257, -10.095, 7.727)  0.050
H (-2.045, -1.145, -8.086)  0.059
H (-5.909, 0.632, 4.477)  0.041
H (4.673, 0.765, -1.284)  0.059
H (0.282, 4.738, -3.843)  0.039
H (-1.322, -1.626, -1.218)  0.118
H (9.793, -4.219, -2.478)  0.051
H (6.284, 6.235, -9.776)  0.053
H (1.987, 0.522, 4.977)  0.079
H (0.561, -10.405, 3.955)  0.048
H (-3.216, -0.924, 1.375)  0.018
H (-2.837, 2.523, -7.475)  0.048
H (1.509, 2.592, -3.694)  0.020
H (-7.479, 0.562, 3.596)  0.058
H (8.569, -3.992, 1.187)  0.050
H (8.330, -3.177, -2.516)  0.045
H (6.496, 1.761, -2.682)  0.054
H (3.672, 3.731, -8.150)  0.008
H (0.948, -8.809, 7.385)  0.058
H (5.363, 5.694, -11.218)  0.057
H (-2.265, 2.526, 3.897)  0.021
H (-2.042, 1.035, -6.897)  0.062
H (4.405, 2.874, -6.758)  0.053
H (-5.941, 5.610, 8.208)  0.049
H (0.481, -11.255, 5.519)  0.050
H (0.986, 2.193, -8.449)  0.054
H (-7.079, 2.580, 10.206)  0.054
H (-0.973, -1.769, 0.497)  0.086
H (4.840, 8.399, -9.766)  0.052
H (-1.484, -0.112, 6.744)  -0.014
H (-5.965, -0.002, 2.827)  0.035
H (7.588, -4.000, -0.301)  0.060
H (-0.786, 1.077, 3.640)  0.103
H (-1.967, 1.172, 7.657)  0.017
H (-8.570, 2.986, 9.292)  0.049
H (3.982, 7.763, -11.210)  0.057
H (1.091, 5.373, -2.379)  0.051
H (-7.685, 1.481, 8.939)  0.050
H (-3.873, -2.917, 1.619)  0.100
H (1.611, 1.539, -2.255)  0.045
H (-2.844, -1.470, -9.647)  0.046
H (1.241, 3.961, -8.606)  0.043
H (2.400, 3.134, -2.240)  0.055
H (-3.829, 1.138, -6.962)  0.055
H (-2.167, -3.857, 5.430)  0.073
H (4.481, -0.961, -0.924)  0.029

One molecule with the formula C21H25N3O5S. Source: OMol25; level of theory: wB97M-V/def2-TZVPD.

Lowest unoccupied orbital energy (eV): 0.3
Charge: 0
Relative energy (zero: lowest compared OMol25 entry of this formula, charge and spin) (kcal per mole): 34.7
Gap between HOMO and LUMO (eV): 8.25
Highest occupied orbital energy (Eh): -0.2928

Last column: Löwdin charge in e.
Element x y z (Å)
S (1.838, -3.019, 0.797)  0.610
O (-4.132, 0.602, -2.967)  0.077
O (-1.006, 4.314, -0.537)  0.083
O (3.126, -2.388, 0.738)  -0.299
O (1.104, -2.981, 2.030)  -0.297
O (2.670, 1.289, 3.704)  -0.046
N (2.031, -4.629, 0.352)  -0.050
N (-1.565, 2.226, 0.230)  -0.006
N (-1.961, 1.119, -2.656)  0.093
C (1.122, 2.716, 2.717)  0.012
C (0.677, -1.484, -2.721)  -0.011
C (-3.262, 1.117, -2.296)  -0.476
C (-1.516, 0.496, -3.882)  -0.154
C (0.830, -2.422, -0.536)  -0.310
C (0.116, 0.711, 1.118)  0.007
C (1.451, -1.921, -1.663)  -0.041
C (-1.547, -1.040, -3.794)  -0.127
C (4.398, -0.245, 2.883)  -0.061
C (-0.458, 1.973, 1.073)  -0.196
C (-0.713, -1.543, -2.654)  -0.218
C (-1.315, -2.042, -1.503)  -0.024
C (-0.545, -2.488, -0.441)  -0.064
C (-1.781, 3.391, -0.438)  -0.460
C (3.294, 0.031, 3.899)  -0.232
C (-2.691, 1.312, 0.174)  -0.080
C (0.067, 2.984, 1.875)  0.001
C (-3.557, 1.837, -0.981)  -0.178
C (1.680, 1.436, 2.792)  -0.259
C (-3.165, 3.315, -1.069)  -0.026
C (1.174, 0.436, 1.967)  0.006
H (-2.394, -2.085, -1.445)  0.122
H (1.581, -0.562, 1.974)  0.066
H (3.726, 0.108, 4.902)  0.122
H (1.151, -1.098, -3.611)  0.120
H (-2.190, 0.806, -4.686)  0.127
H (-1.268, 1.510, -2.039)  0.139
H (5.041, 0.627, 2.793)  0.080
H (1.530, 3.488, 3.350)  0.120
H (3.987, -0.490, 1.907)  0.044
H (4.993, -1.090, 3.219)  0.079
H (2.555, -0.777, 3.897)  0.117
H (2.997, -4.863, 0.196)  0.066
H (-0.988, -2.873, 0.463)  0.120
H (-0.353, 3.975, 1.831)  0.115
H (-3.838, 3.943, -0.482)  0.132
H (-0.256, -0.082, 0.488)  0.089
H (-2.585, -1.349, -3.667)  0.111
H (-0.508, 0.851, -4.097)  0.123
H (-3.240, 1.341, 1.124)  0.139
H (-1.175, -1.443, -4.738)  0.123
H (2.528, -1.875, -1.685)  0.116
H (-4.620, 1.702, -0.780)  0.148
H (-3.151, 3.702, -2.087)  0.133
H (1.601, -5.256, 1.012)  0.066
H (-2.360, 0.285, 0.005)  0.110

A 2-piece molecular cluster, C6H10O overall. Source: OMol25; level of theory: wB97M-V/def2-TZVPD.

Lowest unoccupied orbital energy (eV): 0.9
Charge: 0
Relative energy (zero: lowest compared OMol25 entry of this formula, charge and spin) (kcal per mole): 48.3
Gap between HOMO and LUMO (eV): 10.17
Highest occupied orbital energy (Eh): -0.3410

Last column: Löwdin charge in e.
Element x y z (Å)
O (-1.641, -1.794, 1.251)  -0.020
C (-1.894, -0.743, 1.788)  -0.175
C (0.997, -0.165, -1.792)  -0.126
C (-0.579, 1.347, 0.368)  -0.035
C (0.896, -1.347, -0.883)  -0.103
C (1.412, -0.023, -0.354)  -0.289
C (0.617, 0.805, 0.593)  -0.150
H (-1.274, -0.326, 2.607)  0.083
H (1.087, 0.979, 1.563)  0.104
H (-1.093, 1.920, 1.137)  0.061
H (0.072, 0.321, -2.093)  0.089
H (2.484, 0.002, -0.168)  0.128
H (-2.757, -0.114, 1.485)  0.085
H (1.775, -0.143, -2.550)  0.100
H (-0.089, -1.672, -0.559)  0.083
H (-1.110, 1.224, -0.576)  0.065
H (1.625, -2.145, -1.004)  0.101

C4H8NO as an isolated structure. Source: OMol25; level of theory: wB97M-V/def2-TZVPD.

Lowest unoccupied orbital energy (eV): -4.7
Charge: +1
Relative energy (zero: lowest compared OMol25 entry of this formula, charge and spin) (kcal per mole): 92.0
Gap between HOMO and LUMO (eV): 10.06
Highest occupied orbital energy (Eh): -0.5438

Last column: Löwdin charge in e.
Element x y z (Å)
O (2.542, -0.479, 0.406)  0.078
N (0.378, 0.544, -0.290)  0.141
C (-1.376, -0.326, -0.552)  0.029
C (1.306, 0.745, -1.152)  0.059
C (1.936, 0.708, 0.246)  -0.169
C (-1.987, -0.415, 0.749)  -0.097
H (-1.627, 0.388, -1.290)  0.086
H (-1.684, -1.465, 1.095)  0.124
H (-1.042, -1.231, -1.118)  0.130
H (-3.047, -0.562, 0.521)  0.112
H (-1.843, 0.342, 1.480)  0.086
H (1.495, 0.845, -2.160)  0.115
H (2.853, -0.769, 1.260)  0.129
H (2.097, 1.677, 0.804)  0.175

| no. | largest force on an atom (eV Å⁻¹) |
| --- | --- |
| 1 | 5.6 |
| 2 | 3.2 |
| 3 | 1.0 |
| 4 | 6.4 |
| 5 | 1.1 |
| 6 | 0.9 |
| 7 | 0.7 |
| 8 | 5.7 |